(1)
Entry from OMol25: a cluster of 2 separate species, C5H13BrF3O6P2S in total at a distorted geometry (the ωB97M-V functional and the def2-TZVPD basis).

## Properties
Charge = -1
HOMO energy = -6.22 eV
Multiplicity = 1
HOMO-LUMO gap = 8.6 eV
LUMO energy = 2.41 eV

Each line ends with the natural charge from an NBO analysis.
CARTESIAN COORDINATES (ANGSTROEM)
1 Br -2.198 1.720 -0.316  0.04
2 S 1.119 2.886 2.359  2.31
3 P 2.489 -0.998 -1.445  2.15
4 P -0.522 -1.789 -0.942  0.79
5 F 3.327 3.516 3.809  -0.34
6 F 2.906 1.371 3.734  -0.34
7 F 3.762 2.380 1.992  -0.33
8 O 2.424 -0.830 0.323  -0.94
9 O 3.887 -1.581 -1.898  -1.06
10 O 0.275 3.010 3.556  -0.98
11 O 1.235 4.141 1.603  -0.98
12 O 2.425 0.655 -2.073  -0.96
13 O 0.762 1.736 1.518  -1.04
14 C -3.414 -1.091 -0.683  -0.45
15 C -3.663 0.505 -0.907  -0.48
16 C 1.017 -2.073 -2.101  -1.10
17 C 2.839 2.526 2.996  0.69
18 C -2.088 -1.500 0.182  -0.75
19 H 0.220 -2.317 0.174  -0.02
20 H 1.296 -3.217 -2.204  0.26
21 H -1.861 -0.820 1.110  0.26
22 H 0.721 -1.586 -3.150  0.25
23 H -2.312 -2.583 0.634  0.20
24 H 1.557 -0.304 0.448  0.50
25 H -4.352 -1.498 -0.068  0.22
26 H -1.283 -2.772 -1.725  -0.04
27 H -3.400 -1.717 -1.699  0.20
28 H -3.875 0.657 -2.072  0.22
29 H -4.672 0.812 -0.364  0.22
30 H 1.900 1.189 -1.380  0.50
31 H -0.523 -0.429 -1.412  -0.04



(2)
Entry from OMol25: a structure of composition C18H28AsN2O4S3Se2V (the ωB97M-V functional and the def2-TZVPD basis).

## Properties
Charge = -1
⟨S²⟩ = 0.794
HOMO energy (spin up / spin down) = -3.33 / -2.67 eV
Multiplicity = 2
HOMO-LUMO gap (spin up / spin down) = 5.8 / 5.2 eV
LUMO energy (spin up / spin down) = 2.51 / 2.51 eV
Energy relative to the best compared isomer or geometry (same formula, charge and spin) = 0.549 eV

Each line ends with the natural charge from an NBO analysis.
CARTESIAN COORDINATES (ANGSTROEM)
1 Se 1.066 0.129 2.079  -0.29
2 Se -0.514 -2.667 0.425  -0.34
3 As 1.778 -2.147 -2.473  1.46
4 V 0.317 -0.412 -0.249  0.62
5 S -3.442 2.310 -0.964  0.28
6 S 0.350 -0.680 -2.904  -0.53
7 S -3.255 -0.612 -0.424  0.36
8 O 0.038 -3.886 4.451  -0.73
9 O -0.748 4.577 -2.109  -0.70
10 O 1.419 1.267 -0.688  -0.76
11 O -2.039 0.199 2.735  -0.76
12 N -0.636 2.214 -1.039  -0.51
13 N -1.132 0.978 -0.669  -0.39
14 C -2.414 0.901 -0.686  -0.12
15 C 1.077 -3.943 -2.439  -0.97
16 C -1.396 -2.593 2.190  -0.54
17 C -0.741 -1.847 3.378  -0.15
18 C 1.319 3.523 -1.441  -0.15
19 C 3.363 4.797 -1.706  -0.28
20 C 2.701 3.644 -1.323  -0.15
21 C 1.256 5.764 -2.351  -0.29
22 C -0.826 -2.761 4.604  -0.04
23 C -4.733 0.236 0.184  -0.55
24 C 3.055 -2.249 -3.942  -0.98
25 C -1.564 -0.607 3.791  -0.05
26 C 0.585 4.604 -1.959  0.35
27 C -4.999 1.404 -0.746  -0.54
28 C 0.682 2.245 -1.023  0.57
29 C 2.629 5.860 -2.224  -0.19
30 C 3.014 -1.906 -1.001  -0.96
31 C 0.730 -1.481 3.164  -0.54
32 H 0.623 -4.116 -3.412  0.23
33 H 3.624 -1.321 -3.971  0.24
34 H -1.487 -3.646 2.450  0.21
35 H -4.548 0.571 1.206  0.23
36 H -5.727 2.100 -0.327  0.22
37 H 1.249 -2.324 2.715  0.22
38 H -1.247 0.533 2.275  0.48
39 H 4.438 4.871 -1.601  0.20
40 H -1.054 3.686 -1.782  0.51
41 H 3.505 -0.944 -1.139  0.25
42 H -5.556 -0.480 0.177  0.22
43 H 3.130 6.770 -2.529  0.20
44 H 3.744 -2.716 -1.056  0.23
45 H 1.893 -4.647 -2.271  0.22
46 H -0.955 -0.010 4.483  0.16
47 H -0.126 -4.493 5.177  0.46
48 H 3.729 -3.094 -3.799  0.22
49 H 0.328 -4.038 -1.655  0.28
50 H 2.510 -1.932 -0.037  0.28
51 H -2.396 -2.193 2.015  0.22
52 H -2.454 -0.942 4.336  0.16
53 H -1.865 -3.095 4.722  0.15
54 H 0.668 6.580 -2.752  0.21
55 H 3.239 2.799 -0.914  0.23
56 H 1.185 -1.281 4.138  0.20
57 H -0.546 -2.187 5.499  0.15
58 H -5.354 1.052 -1.714  0.21
59 H 2.510 -2.360 -4.876  0.24



(3)
Entry from OMol25: an isolated molecule of C13H11ClFN7O4 at a distorted geometry (the ωB97M-V functional and the def2-TZVPD basis).

## Properties
Charge = 0
HOMO energy = -9.44 eV
Multiplicity = 1
HOMO-LUMO gap = 8.8 eV
SMILES string = Nc1ncnc(NNC(=O)CNC(=O)c2c(F)cccc2Cl)c1[N+](=O)[O-]
LUMO energy = -0.62 eV
Energy relative to the best compared isomer or geometry (same formula, charge and spin) = 0.000 eV

Each line ends with the natural charge from an NBO analysis.
CARTESIAN COORDINATES (ANGSTROEM)
1 Cl -0.919 -0.639 4.344  0.05
2 F 2.760 2.519 2.911  -0.32
3 O -1.016 2.029 2.919  -0.60
4 O 0.922 0.519 -1.015  -0.60
5 O 0.252 0.023 -5.388  -0.43
6 O 0.024 -2.010 -6.028  -0.43
7 N -0.738 1.671 -2.036  -0.45
8 N -1.376 -3.700 -4.666  -0.75
9 N -0.719 0.859 -3.158  -0.41
10 N -1.886 -0.696 -1.976  -0.56
11 N 0.584 1.737 1.358  -0.59
12 N -2.207 -2.909 -2.711  -0.55
13 N -0.185 -1.112 -5.220  0.54
14 C 0.658 0.030 4.473  0.02
15 C 3.229 1.057 4.683  -0.29
16 C -2.358 -1.920 -1.863  0.34
17 C 2.347 1.533 3.733  0.43
18 C 2.809 0.047 5.533  -0.17
19 C 0.045 1.346 -0.963  0.68
20 C -1.503 -2.676 -3.827  0.47
21 C 0.090 1.641 2.610  0.67
22 C -1.167 -0.409 -3.064  0.47
23 C -0.940 -1.385 -4.077  -0.18
24 C 1.051 1.044 3.600  -0.24
25 C -0.231 2.197 0.266  -0.33
26 C 1.531 -0.471 5.429  -0.25
27 H -2.934 -2.129 -0.972  0.19
28 H 4.220 1.477 4.747  0.24
29 H 1.457 1.300 1.097  0.42
30 H -1.280 2.122 0.572  0.25
31 H 1.201 -1.260 6.084  0.23
32 H -0.011 3.247 0.029  0.22
33 H -1.598 2.183 -1.884  0.40
34 H -0.056 1.073 -3.906  0.44
35 H 3.484 -0.337 6.282  0.22
36 H -0.831 -3.586 -5.512  0.44
37 H -1.798 -4.574 -4.402  0.41



(4)
Entry from OMol25: a structure of composition C24H43NO10P2SV at a distorted geometry (the ωB97M-V functional and the def2-TZVPD basis).

## Properties
Charge = +3
HOMO energy = -16.78 eV
Multiplicity = 1
HOMO-LUMO gap = 6.6 eV
LUMO energy = -10.21 eV
Energy relative to the best compared isomer or geometry (same formula, charge and spin) = 0.000 eV

Each line ends with the Mulliken charge.
CARTESIAN COORDINATES (ANGSTROEM)
1 V 0.782 0.604 -0.491  1.72
2 S -1.312 2.604 -1.430  0.24
3 P -1.247 -1.785 -0.946  0.03
4 P -0.894 -0.664 1.863  -0.21
5 O 2.563 3.167 -1.109  -0.48
6 O -2.626 -1.195 -1.187  0.07
7 O -0.199 -0.692 -1.294  -0.60
8 O -1.301 4.072 -0.811  -0.36
9 O -0.470 -0.981 3.295  -0.36
10 O 2.322 0.386 -0.578  -0.91
11 O 0.174 0.255 1.187  0.08
12 O -1.075 -3.036 -1.802  -0.37
13 O -2.299 -0.093 1.843  0.29
14 O -1.963 1.744 -0.479  -0.20
15 N 0.448 2.265 -1.084  -0.04
16 C 1.996 -1.269 3.165  -1.00
17 C -4.233 -1.870 -2.890  -1.39
18 C -0.513 4.952 -1.590  0.84
19 C 1.616 5.505 -2.532  -0.76
20 C 0.001 -4.077 -1.982  0.38
21 C 1.366 -3.448 -1.851  -1.06
22 C -1.930 2.077 3.000  -1.10
23 C -0.983 -2.126 0.809  -0.16
24 C -0.276 -5.208 -1.028  -1.27
25 C 0.808 4.596 -1.836  0.00
26 C 0.475 -3.055 4.138  -1.28
27 C 4.714 -1.090 -0.691  -1.24
28 C 1.083 6.699 -2.975  -0.81
29 C 4.543 0.861 -2.281  -1.21
30 C -0.248 7.015 -2.711  -0.40
31 C 0.748 -1.586 3.949  0.43
32 C 4.560 0.354 -0.908  1.37
33 C -4.945 -1.294 -0.521  -1.22
34 C 4.896 1.272 0.179  -1.17
35 C -3.644 0.389 3.821  -1.39
36 C -2.953 1.029 2.649  0.55
37 C -1.065 6.139 -2.006  -0.73
38 C -3.936 -1.955 -1.419  0.59
39 C 1.400 3.358 -1.325  0.84
40 H -5.084 -0.251 -0.803  0.29
41 H 4.463 2.260 0.043  0.30
42 H 0.470 -3.589 3.185  0.20
43 H 4.205 1.891 -2.349  0.29
44 H 5.798 -1.261 -0.791  0.44
45 H -1.179 1.694 3.693  0.31
46 H -1.806 -2.754 1.165  0.65
47 H 2.110 -4.209 -2.091  0.56
48 H 1.492 -2.618 -2.546  0.33
49 H -5.162 -2.407 -3.087  0.45
50 H 0.395 -6.036 -1.260  0.46
51 H -3.662 1.404 1.914  0.26
52 H -3.732 -2.982 -1.112  0.39
53 H -3.447 -2.326 -3.489  0.34
54 H 5.607 0.845 -2.574  0.45
55 H 2.129 -0.197 3.028  0.33
56 H 5.990 1.389 0.090  0.46
57 H 1.566 -3.110 -0.829  0.08
58 H -2.926 -0.024 4.529  0.27
59 H 2.846 -1.650 3.732  0.54
60 H -4.650 -1.351 0.526  0.23
61 H -4.226 1.153 4.338  0.47
62 H -2.447 2.895 3.504  0.51
63 H 1.703 7.395 -3.522  0.45
64 H -0.098 -4.921 0.011  0.20
65 H -5.900 -1.809 -0.634  0.49
66 H 4.699 0.864 1.167  0.32
67 H 0.749 -1.061 4.901  0.35
68 H -2.093 6.376 -1.773  0.50
69 H 4.024 0.206 -2.977  0.37
70 H -1.297 -5.571 -1.134  0.40
71 H -0.182 -4.381 -3.009  0.33
72 H -4.370 -0.833 -3.195  0.31
73 H 1.265 -3.486 4.753  0.46
74 H -4.331 -0.392 3.499  0.36
75 H 2.003 -1.770 2.191  0.03
76 H 4.228 -1.694 -1.454  0.30
77 H -0.655 7.958 -3.052  0.44
78 H -1.452 2.483 2.110  0.12
79 H -0.472 -3.217 4.649  0.40
80 H 2.652 5.258 -2.719  0.48
81 H -0.051 -2.689 0.919  0.08
82 H 4.442 -1.401 0.315  0.30